1.
C5H6O2 in the gas phase in a non-equilibrium geometry, computed with ωB97M-V/def2-TZVPD.

For the energy above the lowest of the compared OMol25 structures with the same formula, charge and spin, the calculation gives 275.4 kJ/mol. As for the charge: 0. The calculation puts the HOMO energy (alpha / beta) at -0.277 / -0.291 Eh. Its molar mass is 98.10 g mol⁻¹. Its gap between HOMO and LUMO (alpha / beta) is 7.1 / 8.4 eV. Its total energy is -9374.24107 eV.

Positions of all 13 atoms, in Å:
O  2.36507  1.15606  -1.52680
C  2.11596  0.59799  -0.46090
C  0.82004  0.18342  -0.08394
O  0.64387  -0.45108  1.09216
C  -0.57205  -0.78511  1.33045
C  -1.48648  -0.36023  0.22337
C  -0.50322  0.30786  -0.78285
H  2.90924  0.38574  0.28876
H  -0.49550  -0.19781  -1.75483
H  -0.76706  -1.30576  2.25749
H  -2.01934  -1.21963  -0.20172
H  -2.25342  0.33239  0.59259
H  -0.75712  1.35617  -0.97377

Forces on the atoms, in the same order (eV/Å):
-0.05 -0.02 0.06
0.03 -0.09 0.21
-0.16 0.04 -0.14
1.66 0.40 -0.20
-1.46 -0.38 0.25
-0.09 -0.05 0.07
-0.11 0.01 -0.04
-0.12 0.02 -0.15
0.04 0.08 0.15
0.00 0.09 -0.16
0.07 0.14 0.02
0.10 -0.08 -0.09
0.08 -0.16 0.02

Computed Mulliken charges, given in elementary charges: -0.58, -0.28, 0.43, -0.31, -0.26, -0.37, -0.37, 0.30, 0.25, 0.46, 0.25, 0.24, 0.25



2.
2 unconnected molecules or ions with the total composition C29H29N2O3 in a non-equilibrium geometry, computed with ωB97M-V/def2-TZVPD.

For the energy above the lowest of the compared OMol25 structures with the same formula, charge and spin, the calculation gives 0.0 kJ/mol. As for the charge: +1. The calculation puts the HOMO energy at -0.366 Eh. Its molar mass is 453.56 g mol⁻¹. Its gap between HOMO and LUMO is 5.4 eV. Its total energy is -39659.41965 eV.

Positions of all 63 atoms, in Å:
H  1.37005  0.87908  -0.79764
C  1.51726  -2.17896  -0.86436
H  2.55682  -1.88876  -1.02171
C  0.90483  -1.97542  0.38432
C  -0.44369  -2.28506  0.53373
N  -1.13578  -2.91104  -0.46881
C  -2.45931  -3.40921  -0.27952
C  -3.36612  -2.84683  0.63716
C  -4.63642  -3.41971  0.75689
C  -4.98960  -4.57283  0.04707
C  -6.34798  -5.19120  0.18229
C  -4.05898  -5.12989  -0.83493
C  -2.81931  -4.53348  -1.04404
C  -0.59311  -2.94299  -1.73205
C  0.67029  -2.42233  -1.95233
C  0.86910  -1.79973  -3.27485
N  2.04405  -1.16152  -3.51642
O  -0.08861  -1.74004  -4.05306
H  1.46699  -1.58527  1.24142
H  -0.96417  -2.20053  1.48139
H  -3.07673  -1.98890  1.25625
H  -5.38264  -2.97401  1.41374
H  -6.31974  -6.24687  -0.10067
H  -6.71324  -5.10935  1.20874
H  -7.07515  -4.69934  -0.47374
H  -4.30997  -6.04178  -1.37941
H  -2.10186  -4.96953  -1.75178
H  -1.32762  -3.10272  -2.52970
H  2.89524  -1.24786  -2.97373
H  2.11493  -0.68236  -4.41324
C  7.37861  3.17756  1.73988
O  6.99330  2.42392  0.56811
C  5.67250  2.45294  0.22927
C  5.23939  1.55525  -0.77596
C  3.88680  1.40994  -1.00919
C  2.92736  2.15297  -0.29112
C  1.46708  1.93099  -0.64945
C  0.36115  2.24391  0.33410
C  -0.92771  2.33198  -0.21433
C  -1.97607  2.77002  0.58328
C  -1.73891  3.09295  1.94133
O  -2.82958  3.61765  2.57537
C  -3.92614  3.67761  1.58417
C  -3.38953  3.12349  0.25550
C  -0.49755  2.83006  2.54073
C  0.52909  2.37092  1.72497
C  3.36822  3.09332  0.64502
C  4.72143  3.23681  0.92347
H  8.45269  3.03518  1.83879
H  7.14720  4.24298  1.60742
H  6.86219  2.79736  2.63266
H  5.98869  0.96188  -1.29866
H  3.55761  0.71186  -1.78209
H  1.22675  2.35698  -1.65213
H  -1.10674  2.07850  -1.26089
H  -4.75440  3.07499  1.98360
H  -4.24260  4.72659  1.49043
H  -3.43494  3.88079  -0.53989
H  -3.96274  2.24058  -0.05618
H  -0.36773  3.03589  3.59845
H  1.49003  2.10073  2.16078
H  2.65456  3.73258  1.16712
H  5.03046  3.90925  1.72440

Forces on the atoms, in the same order (eV/Å):
0.08 -1.17 -0.45
-0.80 1.12 0.42
-0.29 -0.12 0.20
0.05 -0.49 -0.16
0.23 -1.10 -0.18
1.58 1.05 -0.38
-1.30 -0.82 0.06
0.30 -0.23 -0.22
0.29 0.01 -0.06
0.27 0.15 -0.26
-0.15 -0.11 0.11
0.21 0.20 -0.20
0.09 0.07 0.44
-0.94 1.18 0.84
-0.17 -0.57 0.96
-0.42 0.42 -2.16
0.01 -0.04 -0.37
1.27 -0.18 0.97
-0.32 -0.18 -0.44
0.13 0.07 -0.18
-0.29 -0.28 -0.38
0.31 -0.03 -0.04
-0.03 0.14 0.09
-0.01 -0.04 -0.13
0.14 0.00 0.09
0.06 0.29 0.12
-0.40 0.09 0.42
0.70 -0.09 0.20
-0.46 -0.10 -0.16
-0.04 -0.25 0.42
-0.25 -0.19 -0.52
-0.15 0.42 0.22
-0.60 -0.14 0.63
0.47 0.46 0.64
-0.17 0.32 0.31
-0.06 0.30 -0.22
0.14 0.12 -0.12
-0.20 -0.02 0.07
-0.26 0.42 0.54
0.77 0.27 1.04
0.25 -0.48 -0.68
-0.13 -0.18 -0.77
0.13 0.14 0.56
-0.32 -0.11 -0.30
-1.11 0.29 -0.14
0.18 -0.03 -0.65
-0.17 -0.22 -0.46
0.70 -0.47 -0.23
-0.11 0.03 -0.02
0.16 -0.23 0.04
0.11 0.06 -0.22
-0.19 0.16 0.09
-0.02 0.16 0.18
0.16 0.05 0.77
0.15 0.27 0.14
0.27 0.27 -0.07
0.13 -0.37 0.20
-0.06 -0.29 0.15
0.07 0.25 -0.09
0.09 -0.17 -0.11
-0.18 0.34 -0.05
0.20 -0.26 -0.16
-0.10 -0.16 -0.38

Computed Mulliken charges, given in elementary charges: -0.23, -0.34, 0.55, -0.75, 0.07, 0.26, 0.82, -0.68, -0.84, 0.80, -1.43, -0.94, -0.26, -0.28, -0.26, 0.41, -0.33, -0.65, 0.42, 0.47, 0.33, 0.40, 0.37, 0.39, 0.30, 0.34, 0.51, 0.81, 0.19, 0.25, -0.81, -0.45, 0.79, -0.83, -0.23, 0.01, -0.21, 0.41, -0.69, 0.85, 0.06, -0.53, -0.35, -0.63, -1.15, -0.59, -0.64, -0.52, 0.24, 0.32, 0.36, 0.42, 0.47, 0.41, 0.45, 0.27, 0.28, 0.26, 0.23, 0.44, 0.72, 0.58, 0.34



3.
2 unconnected molecules or ions with the total composition C3H5NO in a non-equilibrium geometry, computed with ωB97M-V/def2-TZVPD.

For the energy above the lowest of the compared OMol25 structures with the same formula, charge and spin, the calculation gives 521.2 kJ/mol. As for the charge: 0. The calculation puts the HOMO energy (alpha / beta) at -0.322 / -0.276 Eh. Its molar mass is 71.08 g mol⁻¹. Its gap between HOMO and LUMO (alpha / beta) is 9.4 / 7.6 eV. Its total energy is -6724.17044 eV.

Positions of all 10 atoms, in Å:
C  -1.44388  -0.43000  -1.51490
C  1.11138  -0.28365  0.37009
C  0.20201  0.57112  1.14101
N  0.37993  0.65528  -0.32057
O  -1.13853  -1.37022  -2.06488
H  -2.27139  0.30078  -1.55800
H  2.11402  0.17472  0.47629
H  1.04269  -1.28070  0.07253
H  -0.76855  0.44502  1.57671
H  0.77231  1.21765  1.82172

Forces on the atoms, in the same order (eV/Å):
0.71 3.33 3.01
1.70 0.38 0.86
0.40 0.52 0.78
-2.41 1.97 -1.30
0.50 -2.83 -1.94
-0.18 -0.08 -0.32
0.07 -1.14 0.02
-0.09 -1.68 -0.08
-0.47 -0.93 -0.32
-0.22 0.45 -0.71

Computed Mulliken charges, given in elementary charges: 0.11, -0.17, -0.42, -0.40, -0.27, 0.28, 0.19, 0.27, 0.22, 0.19



4.
A molecular structure, C15H27Br2N4P2PmS in a non-equilibrium geometry, computed with ωB97M-V/def2-TZVPD.

For the energy above the lowest of the compared OMol25 structures with the same formula, charge and spin, the calculation gives 0.0 kJ/mol. Its spin multiplicity is 5. As for the charge: +2. The calculation puts the HOMO energy (alpha / beta) at -0.501 / -0.501 Eh. Its molar mass is 662.23 g mol⁻¹. Its gap between HOMO and LUMO (alpha / beta) is 6.8 / 6.9 eV. Its total energy is -207994.50090 eV. The expectation value of S² is 6.007.

Positions of all 52 atoms, in Å:
Pm  0.90759  -0.48984  -0.33417
C  1.97119  4.02081  -0.16384
C  1.31657  2.73527  -0.47102
N  1.59037  1.64288  0.24083
N  2.36382  1.81960  1.36261
C  2.92968  0.72038  1.92247
N  3.47154  0.97949  3.12469
S  3.15546  -0.89656  1.31454
C  0.36993  2.54705  -1.58274
C  -0.20459  3.60961  -2.29991
C  -1.10334  3.37496  -3.34808
C  -1.37449  2.02575  -3.72176
C  -0.68702  1.03073  -3.04556
N  0.04853  1.25904  -1.93335
H  2.97620  3.80761  0.24816
H  1.40685  4.59077  0.60045
H  2.10605  4.67665  -1.04822
H  3.49248  1.92652  3.46578
H  3.86421  0.22933  3.67272
H  0.04323  4.64350  -2.01407
H  -1.56001  4.24183  -3.85657
H  -2.05836  1.73707  -4.52191
H  -0.74336  -0.00411  -3.34535
Br  3.30049  -0.06898  -2.40789
C  2.91093  -1.76844  -3.30586
Br  1.15183  -2.55686  -2.48752
H  3.72220  -2.45418  -3.11437
H  2.74281  -1.57913  -4.36922
C  0.68995  -4.06683  2.32818
P  0.01816  -2.42297  1.87915
C  0.27447  -1.49216  3.42009
C  -1.81331  -2.72009  1.88341
C  -2.63141  -1.48268  1.53544
P  -2.16720  -0.67276  -0.05505
C  -3.09021  -1.68599  -1.27984
C  -3.09508  0.89778  0.02661
H  0.27921  -4.43492  3.27829
H  1.77238  -3.99653  2.41426
H  0.47347  -4.78271  1.53401
H  -0.24266  -1.97373  4.26916
H  -0.07693  -0.45786  3.28285
H  1.35182  -1.46821  3.64119
H  -2.03606  -3.08155  2.90590
H  -1.99380  -3.52721  1.17283
H  -2.51031  -0.68491  2.30015
H  -3.69859  -1.74540  1.43566
H  -4.14270  -1.83211  -0.97912
H  -2.59505  -2.65713  -1.41289
H  -3.04157  -1.19068  -2.26948
H  -4.12784  0.69823  0.34367
H  -3.09570  1.38128  -0.96630
H  -2.61183  1.59839  0.73101

Forces on the atoms, in the same order (eV/Å):
-0.02 -0.86 0.31
0.54 0.87 0.01
0.35 -1.68 0.97
0.42 1.68 -0.32
0.05 -0.86 0.15
-0.26 1.40 -0.08
-0.07 -0.44 -0.27
-0.67 0.27 -0.41
-1.10 -0.61 -1.11
0.19 0.32 0.17
-0.11 -0.83 0.06
0.51 1.05 0.08
-0.11 0.56 1.11
0.67 0.73 -0.41
-0.60 0.16 -0.08
0.28 -0.27 -0.26
-0.29 -0.49 0.42
-0.10 0.01 0.07
0.14 0.22 -0.15
-0.15 -0.62 -0.22
0.19 -0.73 0.26
0.32 0.35 0.14
-0.28 -0.19 -0.03
-0.14 -0.69 -0.43
-0.91 0.59 0.48
1.52 0.27 -1.05
-0.15 -0.27 0.23
-0.26 -0.15 0.41
-0.07 0.04 -0.22
-0.26 -0.25 0.04
0.08 0.20 0.27
0.58 -0.03 0.52
-0.14 0.47 0.09
0.03 -0.23 0.01
0.19 0.21 -0.47
0.05 0.26 -0.15
0.02 0.18 -0.26
0.07 0.05 0.06
-0.05 -0.03 0.07
0.10 0.28 -0.37
0.09 -0.24 0.28
-0.35 0.06 -0.11
-0.22 0.05 -0.55
-0.14 -0.10 0.04
-0.23 -0.55 -0.24
0.30 0.21 0.32
0.46 0.08 -0.16
-0.22 0.13 0.18
-0.20 -0.17 0.49
0.23 0.19 -0.10
-0.07 -0.23 0.38
-0.25 -0.36 -0.21

Computed Mulliken charges, given in elementary charges: 0.69, -1.59, 0.48, 0.85, -1.48, 0.65, -0.35, -0.38, 0.61, -0.70, -0.51, -0.82, -0.33, 0.35, 0.43, 0.30, 0.49, 0.24, 0.22, 0.42, 0.45, 0.46, 0.50, 0.01, -0.51, -0.07, 0.42, 0.41, -1.20, 0.55, -1.18, -1.00, -0.91, 0.70, -1.31, -1.22, 0.40, 0.36, 0.38, 0.47, 0.32, 0.32, 0.51, 0.39, 0.39, 0.50, 0.41, 0.37, 0.37, 0.43, 0.33, 0.35